(1)
{"formula": "C34H53N4OP2Zr", "method": "wB97M-V/def2-TZVPD", "species": ["C", "C", "C", "C", "C", "H", "H", "H", "N", "P", "P", "C", "H", "H", "C", "H", "C", "C", "C", "C", "C", "H", "H", "H", "C", "H", "H", "H", "C", "H", "H", "H", "C", "H", "H", "H", "C", "H", "H", "H", "C", "H", "H", "H", "C", "H", "H", "H", "C", "H", "H", "H", "C", "H", "H", "H", "C", "H", "H", "H", "C", "H", "H", "H", "C", "H", "H", "H", "Zr", "C", "O", "N", "C", "C", "C", "C", "C", "H", "C", "H", "C", "H", "H", "H", "C", "N", "C", "C", "N", "H", "H", "H", "H", "H", "H"], "positions_angstrom": [[-1.384788, -1.423775, -2.460515], [0.753638, -2.239521, -1.864310], [-1.456857, -2.307166, -3.526146], [0.607426, -3.282685, -2.810544], [-0.488064, -3.306584, -3.647648], [-2.301573, -2.219466, -4.207426], [1.394883, -4.030350, -2.864627], [-0.606319, -4.082641, -4.404514], [-0.347267, -1.446375, -1.603215], [-2.712451, -0.092310, -0.419523], [2.506776, -0.594482, -0.224808], [-2.471941, -0.374162, -2.229731], [-2.185952, 0.570785, -2.716426], [-3.418707, -0.686594, -2.689404], [1.978125, -1.978114, -1.182446], [2.710206, -2.788593, -1.262206], [3.751022, 0.184427, -1.474315], [3.507598, -1.273877, 1.288559], [-3.507045, 1.612108, -0.223667], [-3.880986, -1.521135, -0.029342], [3.860500, 1.674955, -1.126394], [4.241516, 1.837460, -0.108980], [4.565364, 2.140964, -1.831462], [2.896109, 2.184964, -1.219626], [5.141267, -0.469904, -1.456101], [5.686722, -0.327562, -0.517474], [5.084741, -1.538411, -1.701050], [5.738260, 0.005821, -2.249859], [3.239869, 0.015118, -2.911836], [3.895105, 0.589475, -3.587984], [3.244488, -1.037630, -3.223266], [2.226486, 0.401602, -3.035759], [4.316135, -0.111078, 1.895216], [3.661776, 0.726239, 2.180148], [4.821398, -0.461085, 2.808901], [5.092427, 0.280266, 1.226297], [2.536050, -1.793651, 2.359454], [1.854282, -1.020812, 2.729836], [1.943786, -2.647430, 2.012000], [3.131802, -2.137503, 3.222684], [4.404073, -2.456043, 0.908289], [5.192978, -2.205703, 0.194969], [4.908407, -2.812327, 1.821001], [3.817927, -3.288084, 0.504803], [-4.249993, -1.430182, 1.458641], [-4.889251, -2.290304, 1.711202], [-3.359628, -1.486202, 2.097891], [-4.809535, -0.518319, 1.702622], [-3.133713, -2.851711, -0.269485], [-2.925496, -3.024349, -1.333622], [-2.188957, -2.898735, 0.281931], [-3.771274, -3.671364, 0.101780], [-5.152736, -1.568744, -0.895329], [-5.689418, -2.498122, -0.648491], [-5.843581, -0.743599, -0.703911], [-4.935803, -1.600943, -1.969243], [-2.723723, 2.645572, -1.055420], [-2.823444, 2.474830, -2.135452], [-3.128554, 3.647388, -0.838545], [-1.656165, 2.658548, -0.808319], [-3.403862, 1.985227, 1.267710], [-2.364583, 1.962322, 1.630185], [-3.785291, 3.008414, 1.399068], [-3.997883, 1.317821, 1.904323], [-4.972000, 1.629088, -0.678840], [-5.098208, 1.241558, -1.699221], [-5.632807, 1.083491, 0.007011], [-5.318766, 2.674553, -0.685112], [-0.097471, -0.095957, 0.280602], [-0.634510, -1.930958, 1.553857], [-0.838094, -2.709412, 2.399835], [0.329489, 1.369024, -1.173800], [0.569087, 1.612327, -2.316015], [0.620321, 2.462234, -3.446397], [0.409589, 3.840217, -3.228637], [0.910345, 1.985360, -4.747154], [0.485813, 4.730936, -4.296021], [0.218114, 4.191028, -2.212449], [0.999041, 2.892300, -5.800646], [1.076034, 0.917074, -4.897375], [0.783153, 4.258517, -5.578612], [0.323301, 5.798003, -4.114056], [1.245848, 2.532528, -6.803657], [0.852623, 4.963049, -6.410010], [1.182103, 1.019430, 5.558679], [0.097063, 0.533729, 4.672906], [-1.073026, -0.136799, 5.291704], [0.161844, 0.673535, 3.400287], [0.004363, 0.644880, 2.218890], [0.867401, 0.836772, 6.590633], [1.354193, 2.092420, 5.397691], [2.116397, 0.469616, 5.361756], [-1.985676, 0.451955, 5.109422], [-1.198367, -1.142895, 4.866974], [-0.878094, -0.208484, 6.363967]], "atomic_forces_ev_per_a": [[-0.535, 0.029, -0.675], [-0.117, 0.185, 0.479], [-0.466, 0.615, 0.306], [0.227, -0.153, -0.064], [0.320, -0.151, 0.099], [0.235, -0.198, 0.105], [-0.154, 0.126, -0.163], [0.145, 0.191, 0.210], [0.588, 0.865, 0.687], [-0.887, 0.272, -0.879], [1.190, -0.091, -0.340], [0.406, -0.161, -0.110], [0.041, -0.259, 0.149], [0.347, 0.095, 0.100], [-1.022, -1.497, 0.530], [-0.190, 0.130, -0.038], [0.012, 0.407, 0.427], [-0.212, 0.151, -0.225], [-0.070, -0.207, 0.034], [0.025, -0.172, 0.384], [0.286, 0.103, -0.128], [-0.096, -0.002, -0.293], [-0.178, 0.010, 0.254], [0.167, -0.008, 0.039], [0.109, 0.043, -0.088], [-0.137, -0.079, -0.319], [0.074, 0.270, 0.064], [-0.162, -0.097, 0.212], [-0.074, -0.077, 0.106], [-0.220, -0.218, 0.228], [0.042, 0.299, 0.001], [0.061, -0.151, -0.061], [0.047, 0.068, 0.012], [0.116, -0.130, -0.056], [-0.143, 0.049, -0.271], [-0.273, -0.151, 0.250], [0.038, -0.070, 0.081], [0.123, -0.043, -0.063], [0.163, 0.081, 0.008], [-0.223, 0.091, -0.303], [0.347, -0.080, 0.007], [-0.282, -0.101, 0.289], [-0.211, 0.047, -0.241], [0.112, 0.048, 0.131], [-0.308, -0.162, 0.032], [0.179, 0.266, -0.004], [-0.130, 0.068, -0.023], [0.113, -0.296, -0.075], [-0.026, 0.045, 0.012], [-0.125, -0.041, 0.355], [-0.243, -0.152, -0.241], [0.240, 0.268, -0.177], [-0.217, 0.102, 0.056], [0.207, 0.236, -0.071], [0.203, -0.278, -0.058], [-0.111, -0.058, 0.251], [0.012, -0.014, -0.008], [-0.029, 0.086, 0.246], [0.110, -0.349, -0.063], [-0.180, 0.064, 0.023], [-0.102, 0.075, 0.025], [-0.178, 0.092, -0.115], [0.104, -0.274, 0.037], [0.139, 0.237, -0.153], [-0.208, 0.269, 0.040], [0.014, 0.079, 0.273], [0.233, 0.154, -0.213], [0.099, -0.278, 0.003], [0.962, -1.205, -2.106], [-0.839, -4.634, 4.416], [0.865, 3.427, -3.805], [0.918, 0.595, -4.010], [-1.440, 1.582, 3.365], [0.419, -0.374, -1.333], [-0.006, 0.219, 0.251], [0.048, 0.213, 0.073], [-0.034, -0.157, 0.241], [0.009, -0.010, -0.352], [-0.037, -0.277, 0.075], [-0.030, 0.357, -0.100], [-0.013, -0.091, 0.130], [0.081, -0.455, -0.110], [-0.138, 0.144, 0.398], [-0.007, -0.247, 0.258], [0.790, 0.314, 0.122], [0.695, 0.432, -0.495], [-0.790, -0.300, -0.317], [-1.357, -0.730, -0.486], [0.565, 0.878, 2.814], [0.134, 0.154, -0.335], [-0.132, -0.340, 0.131], [-0.419, 0.146, 0.080], [0.381, -0.167, 0.158], [0.094, 0.305, 0.216], [-0.081, 0.002, -0.304]], "max_force_ev_per_a": 6.46, "e_tot_ev": -63959.131, "total_charge": 3}

---

(2)
{"formula": "C34H54AsN3O3PReSSi3", "method": "wB97M-V/def2-TZVPD", "species": ["Re", "N", "C", "C", "C", "C", "C", "C", "P", "C", "C", "C", "C", "C", "C", "C", "C", "C", "C", "C", "C", "H", "H", "H", "H", "H", "H", "H", "H", "H", "H", "H", "H", "H", "H", "H", "H", "C", "S", "C", "O", "H", "H", "H", "H", "H", "H", "C", "Si", "C", "C", "As", "Si", "C", "C", "C", "Si", "C", "C", "C", "H", "H", "H", "H", "H", "H", "H", "H", "H", "H", "H", "H", "H", "H", "H", "H", "H", "H", "H", "H", "H", "H", "H", "H", "H", "H", "H", "C", "N", "C", "C", "C", "O", "N", "C", "O", "H", "H", "H", "H", "H"], "positions_angstrom": [[13.057936, 12.268495, 11.125304], [11.720443, 13.701322, 12.097679], [10.267771, 13.585460, 11.775975], [9.429364, 14.570540, 12.230514], [8.068650, 14.471003, 12.086055], [7.545583, 13.247030, 11.598551], [8.369228, 12.317382, 11.023738], [9.770255, 12.472421, 11.101052], [10.903374, 11.297811, 10.311455], [10.384175, 11.319089, 8.580818], [11.182906, 11.919436, 7.607404], [10.791472, 11.925131, 6.296019], [9.573073, 11.377547, 5.916516], [8.792183, 10.701385, 6.843815], [9.197654, 10.718000, 8.161692], [10.471880, 9.700757, 10.965654], [10.450829, 8.518006, 10.211031], [9.962317, 7.361714, 10.773757], [9.582858, 7.300691, 12.097016], [9.673096, 8.454894, 12.889777], [10.103102, 9.640382, 12.312471], [11.821813, 13.456892, 13.097290], [12.003489, 14.631915, 11.957151], [9.860813, 15.455974, 12.647527], [7.447173, 15.276039, 12.504039], [6.495365, 13.165532, 11.521426], [7.975414, 11.442776, 10.550804], [12.106004, 12.382467, 7.932480], [11.393480, 12.416027, 5.543313], [9.248247, 11.418243, 4.891797], [7.847190, 10.205948, 6.590580], [8.619468, 10.205938, 8.919963], [10.685843, 8.482244, 9.156436], [9.882178, 6.481805, 10.193540], [9.101885, 6.412642, 12.529886], [9.435187, 8.358999, 13.951921], [10.132614, 10.568056, 12.858545], [14.986752, 13.726504, 8.658798], [14.480318, 13.871258, 10.402159], [16.150601, 14.010058, 11.129436], [13.934077, 15.380471, 10.522590], [15.686850, 14.514999, 8.420383], [14.118999, 13.842739, 8.036072], [15.458713, 12.747540, 8.517673], [16.747144, 13.138340, 10.833871], [16.017926, 13.991189, 12.216755], [16.677376, 14.935324, 10.825410], [18.019658, 17.322517, 11.733073], [17.026185, 17.518521, 10.216104], [16.963140, 19.328018, 9.814411], [17.389504, 16.457424, 8.774696], [14.627748, 17.124044, 10.754160], [12.844008, 17.877924, 9.081097], [12.843763, 16.624295, 7.765164], [11.342356, 18.020554, 10.129752], [13.422041, 19.482958, 8.401910], [14.210081, 17.911537, 13.081125], [12.531380, 17.346055, 13.315144], [14.435075, 19.711484, 12.839698], [15.235443, 17.221847, 14.387940], [17.723188, 16.490320, 12.376125], [17.810786, 18.240074, 12.223432], [19.120375, 17.291624, 11.456600], [17.944386, 19.685063, 9.570243], [16.675184, 19.791311, 10.748716], [16.267544, 19.611243, 9.038044], [17.755773, 15.457082, 9.002377], [18.269062, 16.924848, 8.261044], [16.691622, 16.413565, 7.957562], [12.388528, 15.644664, 8.018154], [13.832375, 16.512860, 7.376638], [12.263345, 16.982070, 6.919745], [11.037479, 17.097446, 10.629841], [10.457344, 18.361697, 9.537591], [11.549972, 18.798510, 10.881592], [14.299999, 19.216126, 7.814716], [13.646622, 20.289453, 9.082336], [12.641915, 19.801001, 7.681257], [11.809499, 17.985522, 12.847533], [12.318384, 17.372943, 14.375303], [12.382178, 16.339110, 12.938689], [13.978236, 20.052202, 11.900906], [15.488748, 19.978457, 12.804479], [14.083560, 20.186457, 13.759110], [14.870404, 16.208136, 14.467018], [15.006598, 17.835303, 15.247812], [16.310801, 17.316759, 14.177718], [12.945040, 8.452566, 14.022659], [13.552169, 8.809886, 12.730977], [14.249240, 7.931002, 11.903949], [14.887724, 8.320403, 10.793618], [14.800767, 9.714576, 10.288961], [15.241435, 10.063007, 9.233033], [14.108109, 10.528437, 11.199843], [13.495533, 10.101248, 12.330348], [12.884666, 11.051221, 12.924549], [12.581427, 7.452681, 13.895873], [12.116327, 9.172424, 14.158945], [13.647399, 8.505915, 14.806150], [14.318592, 6.919852, 12.272554], [15.374457, 7.625099, 10.107999]], "atomic_forces_ev_per_a": [[-0.255, 1.360, 0.401], [-1.035, -1.871, 0.049], [0.536, -0.911, -0.294], [0.021, 0.642, -0.177], [-0.503, -0.922, 0.646], [0.353, 1.865, -0.303], [1.137, 0.074, 0.391], [-0.169, 0.292, 0.437], [-0.201, 0.416, -0.479], [0.346, -0.026, -0.639], [0.242, -0.047, 1.024], [-0.344, 0.521, -0.806], [-0.025, -0.542, -0.031], [-0.362, 0.300, 0.119], [0.025, -0.535, 1.044], [-0.210, -1.009, 0.203], [-0.181, 0.608, -0.237], [0.156, -0.179, 0.485], [-0.650, 0.528, 0.934], [0.173, -0.614, -0.006], [-0.042, -0.022, -0.056], [-0.003, 0.326, -0.448], [0.399, 1.459, -0.044], [0.159, 0.450, 0.422], [0.081, -0.567, -0.470], [-0.974, -0.344, 0.045], [-0.297, -0.288, -0.144], [0.222, 0.015, -0.190], [0.094, -0.038, 0.020], [0.054, 0.045, -0.247], [0.501, 0.292, -0.077], [-0.230, -0.119, -0.179], [0.213, 0.278, -0.043], [-0.048, -0.712, -0.681], [0.533, 0.274, -0.314], [-0.098, 0.382, -0.363], [-0.078, 0.021, 0.466], [0.110, -0.022, 0.362], [1.072, -0.581, -0.581], [0.042, 0.086, 0.439], [0.071, -0.281, 0.349], [0.176, 0.225, 0.149], [-0.476, -0.131, -0.165], [-0.254, 0.021, 0.203], [-0.336, 0.085, -0.059], [0.043, 0.031, -0.185], [-0.559, -0.558, 0.010], [1.017, -1.049, -0.558], [-0.588, 0.298, -0.898], [-0.691, -0.645, 0.382], [1.713, -0.037, -0.872], [-0.067, 0.508, -0.343], [0.144, 0.572, 0.749], [-0.813, -1.087, -0.054], [-0.759, 0.309, 0.104], [-0.251, -0.393, -0.636], [0.534, 0.438, -1.129], [-1.137, -0.293, 0.220], [0.404, 0.033, -0.420], [1.029, -0.008, -0.730], [0.386, 0.051, -0.045], [0.127, 0.886, 0.918], [-1.231, -0.072, 0.489], [0.653, 0.176, -0.204], [-0.141, 0.540, 0.181], [-0.109, 0.101, -0.215], [-0.143, -0.111, 0.057], [-0.371, -0.144, 0.517], [-0.704, -0.010, -0.111], [0.445, 0.504, 0.041], [0.823, -0.367, -0.265], [-0.252, 0.341, -0.112], [0.095, 0.068, 0.012], [0.715, -0.175, 0.272], [-0.255, -0.226, -0.176], [0.193, 0.354, -0.164], [0.018, 0.205, 0.190], [0.351, 0.042, 0.328], [-0.443, 0.301, -0.303], [-0.159, -0.193, 0.420], [-0.039, -0.172, 0.128], [-0.193, 0.365, 0.559], [0.225, -0.039, -0.102], [-0.461, 0.292, -0.303], [0.397, -0.449, 0.666], [-0.110, -0.103, 0.577], [-0.322, -0.372, 0.296], [-1.072, 0.540, -1.422], [0.084, 1.646, -0.312], [0.514, -0.017, 0.270], [-0.212, 0.308, -0.844], [-0.368, -2.011, 1.640], [0.135, 1.190, -0.599], [0.187, -0.130, -0.795], [1.135, -1.331, -0.398], [-0.530, 0.219, 0.053], [-0.396, -0.488, 0.268], [0.453, -0.667, 0.244], [0.854, 0.115, 0.922], [-0.190, -0.142, 0.003], [-0.056, 0.049, 0.528]], "multiplicity": 4, "max_force_ev_per_a": 2.62, "e_tot_ev": -153450.348, "total_charge": 3}